Formula: C3H11N3
Source: OMol25
Level of theory: ωB97M-V with the def2-TZVPD basis set

Last column: Löwdin charge in e.
CARTESIAN COORDINATES (ANGSTROEM)
C: -2.39 -1.25 -0.77  -0.27
C: -2.46 0.96 0.31  -0.36
N: -2.04 0.22 -0.70  -0.27
H: -2.02 -1.56 -1.76  0.03
H: -1.77 -1.88 -0.08  0.02
H: -3.40 -1.55 -0.50  0.02
H: -2.02 1.98 0.37  -0.05
H: -2.96 0.51 1.25  -0.03
N: 1.87 -0.11 -0.84  -0.04
C: 1.78 0.68 0.31  -0.49
N: 2.94 0.65 1.17  -0.05
H: 2.12 -1.11 -0.55  0.09
H: 0.92 -0.12 -1.24  0.06
H: 0.92 0.33 0.97  0.11
H: 1.60 1.69 0.01  0.09
H: 3.79 0.88 0.54  0.08
H: 3.11 -0.35 1.51  0.07

Results
**Relative energy (zero: lowest compared OMol25 entry of this formula, charge and spin)**: 1.368 eV
**Highest occupied orbital energy (alpha / beta)**: 0.80 / -3.37 eV
**LUMO (alpha / beta)**: 3.92 / 3.87 eV
**2S+1**: 2
**Net charge**: -1
**Kohn-Sham gap (alpha / beta)**: 0.11487 / 0.26600 Eh